Below is a structure of composition C3H4I2O, with properties calculated with ωB97M-V/def2-TZVPD.

```
10
Properties=species:S:1:pos:R:3:forces:R:3
C -0.0888 -0.5874 0.8890 0.21 -1.79 -0.24
C 0.5298 0.3521 -0.1084 -0.77 -0.91 -1.22
C 0.3772 0.4258 -1.4377 0.54 0.07 0.77
O -0.7803 0.1685 1.8469 -3.05 0.48 0.43
I -0.7952 -0.9329 -2.5065 0.00 0.08 0.01
I 1.4589 1.8209 -2.6389 -0.43 -0.45 0.56
H 0.8271 -1.1474 1.4485 -2.33 0.94 -1.33
H -0.8584 -1.2662 0.4050 1.52 0.16 0.46
H 1.1324 1.0011 0.4476 1.09 1.43 0.15
H -1.8028 0.1654 1.6545 3.23 -0.02 0.41
```
Forces are in eV/Å.

For the HOMO-LUMO gap, the calculation gives 0.3319 Eh. The molecular weight is 309.9 g/mol. For the LUMO energy, the calculation gives -0.123 eV. As for the HOMO energy: -9.154 eV. The value obtained for the energy above the lowest of the compared OMol25 structures with the same formula, charge and spin is 127.0 kJ/mol.